Entry one
{"formula": "C3H7N3O", "method": "wB97M-V/def2-TZVPD", "homo_lumo_gap_ev": 9.3, "multiplicity": 1, "homo_energy_ev": -8.58, "e_lumo_ev": 0.73, "elements": ["O", "N", "N", "N", "C", "C", "C", "H", "H", "H", "H", "H", "H", "H"], "coordinates": [[-0.7316, 0.3876, -0.5382], [1.1937, -0.3743, -0.8976], [0.4797, -0.0287, 1.3762], [-0.7442, -1.0080, -2.5783], [-0.5595, 0.4792, 2.2534], [-0.1534, -0.0409, -2.0208], [0.3531, -0.0226, 0.0387], [1.3969, -0.2016, 1.7537], [-1.5274, 0.2801, 1.7913], [-0.8391, -0.8447, -3.5755], [-0.4673, 1.5587, 2.4196], [-0.5105, -0.0415, 3.2134], [1.9372, -1.0498, -0.7833], [0.1724, 0.9064, -2.4525]], "mulliken_charge": [-0.4535, -0.4521, -0.1632, -0.7234, -0.7539, 0.2559, 0.3905, 0.2126, 0.2817, 0.2479, 0.2680, 0.2954, 0.2129, 0.3813]}

Entry two
{"formula": "C3H7N3O", "method": "wB97M-V/def2-TZVPD", "homo_lumo_gap_ev": 8.2, "multiplicity": 1, "homo_energy_ev": -7.48, "e_lumo_ev": 0.68, "elements": ["O", "N", "N", "N", "C", "C", "C", "H", "H", "H", "H", "H", "H", "H"], "coordinates": [[2.1431, -0.2447, -0.6497], [0.1373, -0.5375, 1.0489], [-0.1320, -0.2221, -1.1322], [0.9628, 1.6238, 0.0155], [0.8913, 0.2498, -0.3030], [-2.2917, -0.7049, -0.0026], [-0.9853, -0.6596, -0.2394], [0.3518, 2.1682, -0.5781], [1.9149, 1.9679, -0.0026], [-2.9706, -0.3682, -0.7755], [-2.6933, -1.1794, 0.8798], [0.7777, -1.2906, 1.2782], [-0.0923, 0.0825, 1.8196], [1.9863, -0.8852, -1.3589]], "mulliken_charge": [-0.5326, -0.4925, -0.8206, -0.6205, 1.0096, -0.9394, 0.4407, 0.2443, 0.2607, 0.2672, 0.2622, 0.2773, 0.2911, 0.3525]}

Entry three
{"formula": "C3H7N3O", "method": "wB97M-V/def2-TZVPD", "homo_lumo_gap_ev": 8.8, "multiplicity": 1, "homo_energy_ev": -8.20, "e_lumo_ev": 0.59, "smiles": "C/N=C(/N)C(N)=O", "elements": ["O", "N", "N", "N", "C", "C", "C", "H", "H", "H", "H", "H", "H", "H"], "coordinates": [[-1.6223, -0.5629, 1.5620], [-1.6445, 0.9786, -0.1179], [0.3814, -1.8989, 0.4124], [0.7737, -0.1975, -1.1008], [1.3668, 0.9933, -0.5326], [-1.1042, -0.0459, 0.5861], [0.1363, -0.6875, -0.0800], [-1.3013, 1.1676, -1.0481], [1.1297, -2.4151, -0.0206], [0.9017, 1.0250, 0.5066], [1.3892, 1.8748, -1.1999], [2.3932, 0.7782, -0.2163], [-0.2263, -2.2907, 1.1149], [-2.5735, 1.2810, 0.1343]], "mulliken_charge": [-0.6518, -0.3443, -0.3690, -0.6678, -0.7559, 0.4392, 0.4991, 0.2467, 0.2758, 0.3318, 0.2092, 0.3031, 0.2360, 0.2477]}

Entry four
{"formula": "C3H7N3O", "method": "wB97M-V/def2-TZVPD", "homo_lumo_gap_ev": 9.1, "multiplicity": 1, "homo_energy_ev": -8.65, "e_lumo_ev": 0.50, "smiles": "[H]/N=C(/N)N(O)C=C", "elements": ["O", "N", "N", "N", "C", "C", "C", "H", "H", "H", "H", "H", "H", "H"], "coordinates": [[0.2542, 1.9562, 0.1010], [2.0379, 0.2318, 0.1780], [-0.1030, 0.5482, -0.4665], [1.0007, -1.7402, -0.2058], [0.8947, -0.4071, -0.1665], [-1.4512, 0.4037, -0.2398], [-1.8918, -0.7382, 0.3503], [1.7735, 0.9044, 0.9095], [0.2324, -2.0626, -0.9537], [0.7714, 2.4818, -0.6244], [-2.9460, -0.9058, 0.5541], [2.7736, -0.4921, 0.3986], [-1.1051, -1.3774, 0.6987], [-2.2416, 1.1975, -0.5335]], "mulliken_charge": [-0.5531, -0.4981, 0.0482, -0.7613, 0.4337, 0.1240, -0.9617, 0.2827, 0.2834, 0.3593, 0.2530, 0.3056, 0.4045, 0.2797]}

Least stable of them? entry four.

Entry one
{"formula": "C3H7N3O", "method": "wB97M-V/def2-TZVPD", "homo_lumo_gap_ev": 9.6, "multiplicity": 1, "homo_energy_ev": -8.60, "e_lumo_ev": 1.03, "elements": ["O", "N", "N", "N", "C", "C", "C", "H", "H", "H", "H", "H", "H", "H"], "coordinates": [[-1.8987, -0.9800, 0.7435], [0.4090, -2.2544, 0.2010], [-2.0253, 1.1076, 0.1490], [1.6380, -0.3721, -0.7726], [-1.2311, 0.0440, 0.2409], [1.7405, 1.0423, -0.5275], [0.9782, -1.2208, -0.2135], [2.0657, 1.5439, -1.4422], [0.9969, -2.9049, 0.7086], [2.4744, 1.2508, 0.2580], [0.7651, 1.4326, -0.2103], [-1.6590, 1.9505, -0.2621], [-1.2503, -1.7283, 0.7090], [-3.0033, 1.0887, 0.4182]], "mulliken_charge": [-0.4808, -0.7333, -0.1937, -0.3644, -0.3292, -0.4094, 0.7806, 0.2322, 0.2108, 0.2456, 0.0786, 0.2265, 0.4944, 0.2420]}

Entry two
{"formula": "C3H7N3O", "method": "wB97M-V/def2-TZVPD", "homo_lumo_gap_ev": 9.7, "multiplicity": 1, "homo_energy_ev": -8.63, "e_lumo_ev": 1.04, "elements": ["O", "N", "N", "N", "C", "C", "C", "H", "H", "H", "H", "H", "H", "H"], "coordinates": [[0.7936, 0.0699, 2.0650], [-0.2995, 2.2288, 0.6522], [-0.4257, 1.1690, -1.5506], [1.1608, -1.8949, 1.2391], [0.6127, -0.7025, 0.9985], [-0.4245, 1.6400, -0.4388], [-0.8188, -0.1532, -1.9898], [-1.0636, 2.8495, 0.8943], [1.1385, -2.5951, 0.5173], [-1.9021, -0.1951, -2.1452], [-0.5223, -0.8794, -1.2246], [0.4279, 0.9495, 1.8197], [1.6492, -2.1140, 2.1027], [-0.3262, -0.3724, -2.9399]], "mulliken_charge": [-0.4650, -0.7235, -0.3400, -0.1806, -0.3778, 0.7059, -0.4409, 0.2069, 0.2401, 0.2522, 0.1408, 0.5268, 0.2240, 0.2311]}

Entry three
{"formula": "C3H7N3O", "method": "wB97M-V/def2-TZVPD", "homo_lumo_gap_ev": 8.7, "multiplicity": 1, "homo_energy_ev": -9.13, "e_lumo_ev": -0.45, "smiles": "[H]/N=C/NC(=O)CN", "elements": ["O", "N", "N", "N", "C", "C", "C", "H", "H", "H", "H", "H", "H", "H"], "coordinates": [[1.6781, -1.6346, -0.3061], [-0.4997, -1.1661, -0.2883], [-1.8588, 0.7613, -0.3628], [1.1840, 1.6429, -0.2861], [1.2605, 0.4048, 0.4517], [0.8345, -0.8174, -0.1599], [-1.8657, -0.7425, 0.1160], [1.6127, 1.4366, -1.1789], [-0.4034, -2.2212, -0.2603], [-2.4845, -1.8411, 0.5032], [-2.8407, 1.2664, 0.1688], [0.6892, 0.6897, 1.3661], [0.2553, 1.9548, -0.3762], [2.4386, 0.2665, 0.6129]], "mulliken_charge": [-0.5408, -0.2473, -0.5066, -0.5683, -0.4900, 0.4648, 0.0347, 0.2209, 0.2538, 0.2712, 0.2289, 0.3391, 0.2843, 0.2554]}

Least stable of them? entry three.